No. 1
Formula: C4H14N3
Source: OMol25
Level of theory: wB97M-V/def2-TZVPD

Last column: Löwdin charge in e.
Positions of all 21 atoms, in Å:
N (1.0594, 2.2802, -0.3013)  0.00
C (-0.2401, 2.6161, 0.2007)  -0.29
N (-1.2783, 1.5046, 0.1255)  0.00
H (1.5478, 1.6206, 0.3099)  0.08
H (1.0536, 1.8976, -1.2677)  0.08
H (-0.1621, 2.8943, 1.2784)  0.13
H (-0.6436, 3.4817, -0.3507)  0.12
H (-2.0503, 1.8940, -0.3700)  0.09
H (-1.6335, 1.2970, 1.0368)  0.09
C (-0.6464, -2.1401, 0.9770)  -0.03
C (0.4149, -1.6913, 0.0021)  -0.34
C (1.5873, -2.3181, -0.2045)  0.11
N (0.0302, -0.5858, -0.9242)  0.15
H (-0.4495, -3.1692, 1.2863)  0.09
H (-0.7441, -1.4817, 1.8480)  0.09
H (-1.5909, -2.1364, 0.3887)  0.10
H (2.2153, -1.9864, -0.9968)  0.07
H (1.8836, -3.1512, 0.3840)  0.08
H (-0.3657, 0.3191, -0.3502)  0.09
H (-0.7528, -0.8675, -1.5431)  0.17
H (0.7653, -0.2774, -1.5290)  0.12

Atoms 1-2, force components in eV/Å:
0.111 -0.969 -0.505
-0.543 0.368 0.867

Calculated values
Total charge = +1
Frontier orbital gap = 10.7 eV
Relative energy (zero: lowest compared OMol25 entry of this formula, charge and spin) = 164.63 kJ/mol
LUMO energy = -3.121 eV

No. 2
Formula: C4H14N3
Source: OMol25
Level of theory: wB97M-V/def2-TZVPD

Last column: Löwdin charge in e.
Positions of all 21 atoms, in Å:
C (1.7670, -2.8570, 0.7397)  -0.16
C (1.8219, -2.2771, -0.6826)  -0.15
H (2.7210, -2.9995, 1.2473)  0.07
H (0.9892, -2.4581, 1.3845)  0.06
H (1.4621, -3.9055, 0.6403)  0.07
H (1.2443, -1.3520, -0.6391)  0.00
H (1.2768, -2.9870, -1.2994)  0.07
H (2.8294, -2.0895, -1.0405)  0.07
C (-1.8624, 1.9141, 1.4998)  0.00
C (-0.5430, 0.8689, -0.4021)  -0.43
N (-1.6275, 1.3506, 0.1587)  0.05
N (0.6324, 1.0583, 0.2345)  0.21
N (-0.5187, 0.4490, -1.6747)  0.21
H (-2.4569, 1.3018, -0.4040)  0.16
H (0.6851, 1.0519, 1.2240)  0.11
H (1.4866, 0.6940, -0.1442)  0.12
H (-1.1925, 0.7522, -2.3723)  0.14
H (0.3311, 0.0568, -2.0385)  0.11
H (-1.0318, 1.7163, 2.1779)  0.08
H (-2.7175, 1.4128, 1.9347)  0.10
H (-1.8634, 2.9926, 1.3645)  0.11

Atoms 1-2, force components in eV/Å:
0.109 -1.787 -0.109
-0.608 0.035 1.012

Calculated values
Total charge = +1
Frontier orbital gap = 11.5 eV
Relative energy (zero: lowest compared OMol25 entry of this formula, charge and spin) = 62.12 kJ/mol
LUMO energy = -3.075 eV

No. 3
Formula: C4H14N3O
Source: OMol25
Level of theory: wB97M-V/def2-TZVPD

Last column: Löwdin charge in e.
Positions of all 22 atoms, in Å:
C (2.8555, 1.5775, 1.0170)  -0.19
N (3.0565, 1.0743, -0.3415)  -0.14
C (2.1319, -0.0707, -0.6679)  -0.53
O (0.8317, 0.1599, -0.4345)  -0.32
H (1.8184, 1.4910, 1.3526)  0.06
H (3.1293, 2.6366, 1.0647)  0.05
H (3.5070, 1.0429, 1.7183)  0.05
H (2.8385, 1.8395, -0.9547)  0.06
H (2.5503, -0.9142, -0.0863)  0.08
H (2.3803, -0.2129, -1.7455)  0.08
C (-2.3240, -0.0908, 0.1728)  -0.31
C (-1.9165, -1.4869, -0.2811)  -0.34
N (-0.7668, -1.9124, 0.4976)  -0.04
N (-3.4367, 0.4395, -0.6141)  -0.02
H (-2.5476, -0.1109, 1.2489)  0.10
H (-1.4414, 0.5398, 0.0615)  0.09
H (-2.7759, -2.1584, -0.1629)  0.09
H (-1.7023, -1.3949, -1.3555)  0.10
H (0.0185, -1.2622, 0.2193)  0.03
H (-0.4928, -2.8423, 0.2492)  0.03
H (-4.3255, 0.2132, -0.2134)  0.04
H (-3.3884, 1.4422, -0.7444)  0.05

Atoms 1-2, force components in eV/Å:
0.184 0.011 -0.050
0.261 -0.081 0.664

Calculated values
Total charge = -1
Frontier orbital gap = 7.2 eV
Relative energy (zero: lowest compared OMol25 entry of this formula, charge and spin) = 13.72 kJ/mol
LUMO energy = 4.033 eV

No. 4
Formula: C4H14N4
Source: OMol25
Level of theory: wB97M-V/def2-TZVPD

Last column: Löwdin charge in e.
Positions of all 22 atoms, in Å:
C (-1.3048, -1.3516, 0.6460)  -0.09
N (-0.6838, -0.0245, 0.7566)  -0.25
C (-1.2759, 0.9009, 1.7262)  -0.09
C (0.7292, 0.1212, 0.3920)  -0.45
N (1.1905, 1.4809, 0.4595)  0.07
N (0.8923, -0.3831, -0.9762)  -0.24
C (-0.2702, 0.1684, -1.9420)  -0.01
N (2.1489, -0.8155, -1.4370)  0.01
H (-0.6021, -2.0745, 0.2271)  0.08
H (-2.1746, -1.2723, -0.0108)  0.07
H (-1.6224, -1.7079, 1.6304)  0.07
H (-0.6359, 0.9719, 2.6113)  0.07
H (-2.2528, 0.5428, 2.0620)  0.08
H (-1.3855, 1.8871, 1.2714)  0.07
H (1.3288, -0.4721, 1.0947)  0.13
H (1.3412, 1.9462, 1.3468)  0.07
H (1.3301, 2.0000, -0.3983)  0.08
H (0.2472, 0.3995, -2.8755)  0.06
H (-0.7781, 1.0925, -1.6579)  0.07
H (-0.9345, -0.6792, -2.1027)  0.05
H (2.0278, -1.5236, -2.1639)  0.07
H (2.6848, -1.2069, -0.6596)  0.07

Atoms 1-2, force components in eV/Å:
0.515 0.857 0.310
-0.501 -0.091 -0.435

Calculated values
Frontier orbital gap = 7.9 eV
Relative energy (zero: lowest compared OMol25 entry of this formula, charge and spin) = 323.73 kJ/mol
SMILES = CN(C)[C@H](N)N(C)N
LUMO energy = 0.943 eV

No. 5
Formula: C4H14N4P
Source: OMol25
Level of theory: wB97M-V/def2-TZVPD

Last column: Löwdin charge in e.
Positions of all 23 atoms, in Å:
C (-1.5050, -1.0536, 0.5626)  -0.30
C (-1.8001, 0.3768, 0.3521)  0.00
C (-0.4725, -1.5465, -0.4758)  -0.21
C (0.2171, 1.0969, -0.1099)  -0.54
N (2.2251, -0.3675, -1.1223)  -0.06
N (0.4920, 1.9813, 0.9255)  0.02
N (1.4130, -0.8753, 1.5524)  -0.06
N (0.4633, 1.6665, -1.4086)  0.04
P (1.0063, -0.4897, -0.0050)  0.82
H (-1.1544, -1.2230, 1.5728)  0.09
H (-2.3221, -1.6948, 0.3172)  0.11
H (-2.4268, 0.7302, -0.3849)  0.06
H (-1.9286, 0.8657, 1.2506)  0.05
H (-0.0204, -2.5816, -0.5586)  0.11
H (-0.9913, -1.3806, -1.3937)  0.09
H (2.5769, 0.6037, -1.0922)  0.08
H (0.1203, 2.9814, 1.0252)  0.15
H (0.7595, 1.5934, 1.8325)  0.07
H (1.8211, -0.0214, 1.9786)  0.07
H (1.0788, -1.5892, 2.2297)  0.11
H (2.8457, -1.0414, -1.5696)  0.09
H (0.3736, 2.6852, -1.4011)  0.10
H (-0.0126, 1.2025, -2.1856)  0.10

Atoms 1-2, force components in eV/Å:
0.429 -1.450 -0.443
4.465 -0.183 -0.558

Calculated values
Total charge = +1
Frontier orbital gap = 8.6 eV
Relative energy (zero: lowest compared OMol25 entry of this formula, charge and spin) = 159.63 kJ/mol
LUMO energy = -2.874 eV

No. 6
Formula: C4H14NO
Source: OMol25
Level of theory: wB97M-V/def2-TZVPD

Last column: Löwdin charge in e.
Positions of all 20 atoms, in Å:
C (-1.0412, -0.2295, 1.8365)  -0.01
C (-0.0773, -0.1877, 0.6636)  -0.26
C (0.3864, -1.6586, 0.3529)  -0.09
C (1.1058, -1.8074, -0.9339)  0.07
N (-0.7828, 0.5382, -0.4738)  0.23
H (-0.7118, -0.9358, 2.5747)  0.11
H (-2.0271, -0.5173, 1.4579)  0.11
H (-1.2298, 0.6954, 2.3953)  0.13
H (0.8406, 0.3424, 0.9374)  0.19
H (1.0880, -2.0871, 1.0906)  0.18
H (-0.5480, -2.2702, 0.4156)  0.21
H (1.2459, -2.9177, -1.1139)  0.21
H (0.7564, -1.1621, -1.7308)  0.11
H (2.2333, -1.6950, -0.8485)  0.20
H (-1.4155, 1.1950, -0.0542)  0.16
H (-0.0644, 0.9398, -1.0492)  0.11
H (-1.3954, -0.1489, -0.9223)  0.19
H (-0.2475, 3.4948, -1.0504)  0.09
H (1.1823, 2.9612, -1.5620)  0.08
O (0.3792, 2.7584, -1.0766)  -0.03

Atoms 1-2, force components in eV/Å:
-0.607 -0.034 -0.257
-1.214 0.590 1.235

Calculated values
Spin multiplicity = 2
⟨S²⟩ = 0.753
Total charge = +2
Frontier orbital gap (alpha / beta) = 12.5 / 4.6 eV
Relative energy (zero: lowest compared OMol25 entry of this formula, charge and spin) = 111.73 kJ/mol
LUMO energy (alpha / beta) = -7.180 / -15.055 eV

No. 7
Formula: C4H14NO2
Source: OMol25
Level of theory: wB97M-V/def2-TZVPD

Last column: Löwdin charge in e.
Positions of all 21 atoms, in Å:
O (0.4625, 1.9761, 0.9990)  -0.05
C (-0.3469, 0.8509, 1.3714)  -0.19
C (0.3620, -0.3717, 0.8665)  -0.30
N (0.6462, -0.0858, -0.6071)  0.02
C (1.5759, -1.0600, -1.2285)  0.02
C (-0.5147, -1.6072, 1.0408)  -0.02
H (-0.0849, 2.7632, 0.9344)  0.11
H (-0.3695, 0.7708, 2.4528)  0.14
H (-1.3451, 0.9296, 0.9610)  0.13
H (1.3330, -0.5078, 1.3101)  0.16
H (1.0047, 0.8726, -0.5778)  0.15
H (-0.2827, -0.0232, -1.0356)  0.13
H (1.6743, -0.8382, -2.2813)  0.11
H (2.5510, -0.8990, -0.7757)  0.11
H (1.2500, -2.0681, -0.9814)  0.10
H (-0.7569, -1.6894, 2.1028)  0.10
H (-0.1332, -2.5754, 0.7021)  0.09
H (-1.4662, -1.4843, 0.5355)  0.09
H (-1.6325, 2.3741, -1.5970)  0.06
H (-2.2415, 1.2534, -2.4882)  0.08
O (-1.6856, 1.4193, -1.7039)  -0.04

Atoms 1-2, force components in eV/Å:
-0.220 -0.238 -0.190
0.858 0.615 0.517

Calculated values
Total charge = +1
Frontier orbital gap = 12.1 eV
Relative energy (zero: lowest compared OMol25 entry of this formula, charge and spin) = 65.15 kJ/mol
LUMO energy = -2.923 eV

No. 8
Formula: C4H14NO2
Source: OMol25
Level of theory: wB97M-V/def2-TZVPD

Last column: Löwdin charge in e.
Positions of all 21 atoms, in Å:
C (-1.7614, 0.9483, 0.1075)  -0.08
C (-1.3823, -0.0632, -0.9664)  -0.18
C (0.1246, 0.0331, -1.2318)  -0.33
C (0.7136, 0.7878, -2.1578)  0.12
N (0.8942, -0.7685, -0.3167)  0.20
H (-2.8469, 1.0317, 0.1960)  0.09
H (-1.3174, 1.9090, -0.1732)  0.08
H (-1.3770, 0.7593, 1.1096)  0.07
H (-1.8617, 0.1286, -1.9255)  0.12
H (-1.5931, -1.1003, -0.6820)  0.11
H (0.1053, 1.5046, -2.6865)  0.09
H (1.7975, 0.7582, -2.1676)  0.09
H (1.1936, -1.6870, -0.6847)  0.19
H (1.8260, -0.4341, -0.0389)  0.16
H (0.4653, -1.1123, 0.5825)  0.11
H (-1.1320, -2.6596, 1.7772)  0.07
H (0.3554, -2.7953, 2.1832)  0.08
O (-0.2865, -2.2086, 1.7583)  -0.03
H (1.6312, 2.0160, 2.3945)  0.04
H (1.1451, 2.2554, 1.0365)  0.04
O (1.4544, 1.5420, 1.5935)  -0.04

Atoms 1-2, force components in eV/Å:
-0.267 0.430 0.042
1.440 -0.146 -0.111

Calculated values
Total charge = +1
Frontier orbital gap = 11.1 eV
Relative energy (zero: lowest compared OMol25 entry of this formula, charge and spin) = 132.22 kJ/mol
LUMO energy = -3.155 eV

No. 9
Formula: C4H14NO2
Source: OMol25
Level of theory: wB97M-V/def2-TZVPD

Last column: Löwdin charge in e.
Positions of all 21 atoms, in Å:
C (-0.1568, -0.7939, -1.5997)  -0.18
O (0.5746, -0.2551, -2.7088)  -0.06
C (-0.3785, 0.3505, -0.6060)  -0.27
C (-0.9543, -0.1683, 0.6850)  -0.22
C (-1.4015, 0.9108, 1.6448)  -0.07
N (1.0160, 0.9223, -0.3829)  0.22
H (-1.1359, -1.1621, -1.8991)  0.14
H (0.4895, -1.5731, -1.1978)  0.13
H (0.0102, -0.1475, -3.4816)  0.11
H (-0.9439, 1.1373, -1.0951)  0.16
H (-1.8139, -0.7743, 0.3867)  0.13
H (-0.4099, -1.0086, 1.0926)  0.09
H (-2.2835, 1.4633, 1.3138)  0.09
H (-1.6243, 0.6492, 2.6777)  0.09
H (-0.6487, 1.7071, 1.6717)  0.07
H (1.0206, 1.9428, -0.4318)  0.17
H (1.5531, 0.7494, -1.2464)  0.15
H (1.4177, 0.5146, 0.4671)  0.13
H (1.2276, -1.6407, 1.9011)  0.07
H (2.6454, -1.5010, 1.6263)  0.08
O (1.7967, -1.3226, 1.1826)  -0.05

Atoms 1-2, force components in eV/Å:
0.130 0.795 -0.684
-0.129 -0.079 0.035

Calculated values
Total charge = +1
Frontier orbital gap = 11.9 eV
Relative energy (zero: lowest compared OMol25 entry of this formula, charge and spin) = 100.85 kJ/mol
LUMO energy = -2.992 eV

No. 10
Formula: C4H14NO2
Source: OMol25
Level of theory: wB97M-V/def2-TZVPD

Last column: Löwdin charge in e.
Positions of all 21 atoms, in Å:
C (0.7468, 1.9181, -0.3974)  -0.19
O (2.0565, 1.8396, -0.9393)  -0.04
C (0.1913, 0.5256, -0.0708)  -0.29
C (-1.3040, 0.5604, 0.2413)  -0.19
C (-1.7754, -0.4055, 1.3136)  -0.09
N (0.5929, -0.4421, -1.1359)  0.23
H (0.7888, 2.4617, 0.5467)  0.14
H (0.0657, 2.4605, -1.0496)  0.14
H (1.9973, 1.9155, -1.8977)  0.10
H (0.6981, 0.2115, 0.8442)  0.15
H (-1.5158, 1.5701, 0.5380)  0.11
H (-1.8983, 0.3996, -0.6638)  0.13
H (-2.7207, -0.0337, 1.7215)  0.08
H (-2.1237, -1.3821, 0.9471)  0.08
H (-1.1238, -0.5994, 2.1674)  0.08
H (-0.1814, -0.6859, -1.7445)  0.17
H (0.9463, -1.3035, -0.6852)  0.11
H (1.4098, -0.0463, -1.6178)  0.15
H (0.3154, -3.1005, 0.9531)  0.07
H (1.8573, -3.0816, 0.5906)  0.08
O (0.9768, -2.7819, 0.3387)  -0.03

Atoms 1-2, force components in eV/Å:
-0.120 -0.039 -0.050
-0.300 -0.377 -0.135

Calculated values
Total charge = +1
Frontier orbital gap = 11.9 eV
Relative energy (zero: lowest compared OMol25 entry of this formula, charge and spin) = 88.64 kJ/mol
LUMO energy = -3.143 eV

Please write out number 5 again, unchanged.
Formula: C4H14N4P
Source: OMol25
Level of theory: wB97M-V/def2-TZVPD

Last column: Löwdin charge in e.
Positions of all 23 atoms, in Å:
C (-1.5050, -1.0536, 0.5626)  -0.30
C (-1.8001, 0.3768, 0.3521)  0.00
C (-0.4725, -1.5465, -0.4758)  -0.21
C (0.2171, 1.0969, -0.1099)  -0.54
N (2.2251, -0.3675, -1.1223)  -0.06
N (0.4920, 1.9813, 0.9255)  0.02
N (1.4130, -0.8753, 1.5524)  -0.06
N (0.4633, 1.6665, -1.4086)  0.04
P (1.0063, -0.4897, -0.0050)  0.82
H (-1.1544, -1.2230, 1.5728)  0.09
H (-2.3221, -1.6948, 0.3172)  0.11
H (-2.4268, 0.7302, -0.3849)  0.06
H (-1.9286, 0.8657, 1.2506)  0.05
H (-0.0204, -2.5816, -0.5586)  0.11
H (-0.9913, -1.3806, -1.3937)  0.09
H (2.5769, 0.6037, -1.0922)  0.08
H (0.1203, 2.9814, 1.0252)  0.15
H (0.7595, 1.5934, 1.8325)  0.07
H (1.8211, -0.0214, 1.9786)  0.07
H (1.0788, -1.5892, 2.2297)  0.11
H (2.8457, -1.0414, -1.5696)  0.09
H (0.3736, 2.6852, -1.4011)  0.10
H (-0.0126, 1.2025, -2.1856)  0.10

Atoms 1-2, force components in eV/Å:
0.429 -1.450 -0.443
4.465 -0.183 -0.558

Calculated values
Total charge = +1
Frontier orbital gap = 8.6 eV
Relative energy (zero: lowest compared OMol25 entry of this formula, charge and spin) = 159.63 kJ/mol
LUMO energy = -2.874 eV